The following is a DFT calculation (the ωB97M-V functional and the def2-TZVPD basis) of 16 unconnected molecules or ions with the total composition C58H120N4O26.

The orbital gap comes out at 9.017 eV. As for the charge: 0. For the LUMO energy, the calculation gives -0.0028 hartree.

CARTESIAN COORDINATES (ANGSTROEM)
C1 3.03 4.34 4.17
N1 2.74 3.80 2.79
O1 1.71 3.24 2.53
O2 3.68 3.89 2.04
H1 3.75 3.63 4.57
H2 2.10 4.23 4.74
H3 3.29 5.40 4.10
C2 0.82 0.26 -0.30
N2 0.22 0.68 1.09
O3 -0.81 1.32 1.12
O4 0.82 0.50 2.19
H4 1.80 -0.20 -0.27
H5 0.86 1.20 -0.85
H6 0.02 -0.33 -0.75
C3 2.99 4.97 -1.01
N3 1.93 5.95 -0.71
O5 0.83 5.68 -1.11
O6 2.10 7.06 -0.18
H7 3.85 5.36 -0.45
H8 3.27 5.01 -2.06
H9 2.64 3.97 -0.76
C4 -0.17 6.66 2.13
N4 0.83 7.55 2.74
O7 2.06 7.40 2.72
O8 0.35 8.46 3.44
H10 -0.84 7.24 1.49
H11 -0.75 6.23 2.94
H12 0.20 5.82 1.54
C5 4.89 -2.72 -2.42
O9 5.06 -2.16 -3.72
C6 4.55 -2.98 -4.80
C7 3.61 -2.46 -5.87
O10 3.62 -3.22 -7.01
C8 2.51 -3.02 -7.86
H13 5.38 -3.70 -2.39
H14 3.86 -2.81 -2.08
H15 5.24 -1.97 -1.72
H16 4.06 -3.84 -4.34
H17 5.45 -3.22 -5.36
H18 4.00 -1.46 -6.07
H19 2.61 -2.29 -5.48
H20 2.22 -2.00 -8.09
H21 1.69 -3.61 -7.43
H22 2.69 -3.62 -8.75
C9 -2.30 -2.52 -0.71
O11 -2.35 -2.83 0.66
C10 -3.67 -3.02 1.22
C11 -3.73 -2.72 2.73
O12 -3.59 -1.40 3.10
C12 -2.27 -1.05 3.44
H23 -2.89 -1.70 -1.12
H24 -2.51 -3.41 -1.30
H25 -1.25 -2.41 -0.98
H26 -3.97 -4.05 1.00
H27 -4.45 -2.47 0.70
H28 -3.00 -3.33 3.27
H29 -4.72 -3.11 2.94
H30 -1.52 -1.36 2.72
H31 -1.98 -1.33 4.45
H32 -2.17 0.03 3.33
C13 1.13 -0.96 5.84
O13 -0.05 -1.05 6.61
C14 -0.67 -2.34 6.72
C15 0.17 -3.50 7.33
O14 0.45 -3.31 8.71
C16 -0.70 -3.33 9.50
H33 0.91 -1.22 4.81
H34 1.99 -1.53 6.20
H35 1.27 0.11 5.73
H36 -0.80 -2.73 5.71
H37 -1.64 -2.19 7.20
H38 1.15 -3.61 6.85
H39 -0.41 -4.35 6.98
H40 -1.51 -4.01 9.22
H41 -1.25 -2.40 9.65
H42 -0.41 -3.67 10.49
C17 -3.34 2.61 -1.27
O15 -4.31 3.40 -0.65
C18 -4.29 4.83 -1.10
C19 -5.06 5.64 -0.08
O16 -6.41 5.21 -0.04
C20 -7.36 5.79 0.75
H43 -2.35 2.98 -1.00
H44 -3.35 2.55 -2.36
H45 -3.33 1.54 -1.11
H46 -4.73 4.72 -2.10
H47 -3.25 5.16 -1.16
H48 -5.06 6.65 -0.48
H49 -4.56 5.64 0.89
H50 -8.30 5.30 0.50
H51 -7.54 6.82 0.44
H52 -7.08 5.44 1.75
C21 0.15 -4.68 1.51
O17 1.12 -5.62 1.19
C22 1.00 -6.35 -0.05
C23 2.04 -7.44 -0.12
O18 3.38 -6.98 -0.41
C24 4.18 -8.02 -0.96
H53 0.25 -4.30 2.53
H54 -0.84 -5.07 1.29
H55 0.22 -3.85 0.82
H56 1.05 -5.70 -0.93
H57 0.04 -6.87 -0.11
H58 1.58 -8.28 -0.62
H59 2.10 -7.69 0.94
H60 3.62 -8.47 -1.78
H61 4.51 -8.78 -0.24
H62 4.95 -7.55 -1.57
C25 -5.28 3.94 4.25
O19 -4.01 3.75 4.74
C26 -2.93 3.58 3.79
C27 -1.70 3.75 4.59
O20 -1.73 5.03 5.29
C28 -0.82 5.13 6.44
H63 -5.69 3.10 3.70
H64 -5.39 4.77 3.54
H65 -6.04 4.13 5.01
H66 -2.98 4.26 2.94
H67 -2.94 2.54 3.47
H68 -0.82 3.65 3.95
H69 -1.67 2.89 5.25
H70 -0.66 6.17 6.71
H71 0.13 4.65 6.25
H72 -1.13 4.58 7.33
C29 2.51 -6.92 -5.84
O21 1.39 -6.13 -5.25
C30 1.76 -5.62 -3.91
C31 0.83 -4.48 -3.53
O22 -0.54 -4.83 -3.34
C32 -1.42 -4.74 -4.48
H73 3.40 -6.30 -5.96
H74 2.28 -7.31 -6.83
H75 2.87 -7.75 -5.23
H76 2.80 -5.38 -3.70
H77 1.49 -6.44 -3.24
H78 0.85 -3.73 -4.32
H79 1.22 -3.85 -2.73
H80 -1.10 -5.52 -5.16
H81 -1.31 -3.81 -5.05
H82 -2.49 -4.81 -4.30
C33 -5.74 0.36 1.73
O23 -7.13 0.54 2.00
C34 -7.70 1.67 1.36
C35 -8.99 2.09 2.13
O24 -9.32 3.42 1.67
C36 -10.57 3.75 2.25
H83 -5.46 -0.62 2.10
H84 -5.10 1.17 2.11
H85 -5.41 0.37 0.69
H86 -7.87 1.44 0.31
H87 -7.05 2.54 1.50
H88 -8.80 2.09 3.21
H89 -9.71 1.33 1.85
H90 -10.79 4.75 1.86
H91 -10.59 3.77 3.34
H92 -11.50 3.22 2.07
C37 -0.30 2.67 -4.92
O25 1.09 2.82 -5.40
C38 1.43 4.22 -5.47
C39 2.98 4.45 -5.56
O26 3.62 4.22 -4.31
C40 3.53 2.87 -3.84
H93 -1.09 3.13 -5.51
H94 -0.47 3.06 -3.92
H95 -0.65 1.64 -4.80
H96 1.04 4.79 -4.63
H97 0.90 4.65 -6.32
H98 3.19 5.51 -5.68
H99 3.46 4.00 -6.43
H100 4.17 2.82 -2.95
H101 4.14 2.29 -4.53
H102 2.65 2.28 -3.56
C41 -0.11 -1.06 -5.02
C42 -0.95 -1.08 -3.96
C43 -2.31 -1.19 -4.30
C44 -2.81 -1.34 -5.54
C45 -1.91 -1.22 -6.57
C46 -0.59 -1.11 -6.31
H103 0.96 -1.05 -4.92
H104 -0.59 -0.88 -2.96
H105 -2.96 -1.08 -3.45
H106 -3.89 -1.38 -5.58
H107 -2.23 -1.34 -7.59
H108 0.09 -1.14 -7.15
C47 5.84 -3.52 1.18
C48 6.10 -2.23 1.61
C49 5.12 -1.33 1.62
C50 3.85 -1.66 1.21
C51 3.56 -3.00 0.88
C52 4.58 -3.90 0.75
H109 6.70 -4.15 0.98
H110 7.06 -1.95 2.02
H111 5.16 -0.29 1.90
H112 3.12 -0.86 1.27
H113 2.52 -3.24 0.72
H114 4.43 -4.91 0.38
C53 7.06 0.42 -1.18
C54 6.01 1.33 -1.00
C55 5.92 2.06 0.17
C56 6.83 1.79 1.25
C57 7.90 0.88 1.03
C58 8.08 0.31 -0.21
H115 7.07 -0.33 -1.95
H116 5.41 1.49 -1.88
H117 5.06 2.71 0.24
H118 6.60 2.23 2.21
H119 8.50 0.59 1.89
H120 8.94 -0.30 -0.45

Löwdin atomic charge list, values in e, 99 entries:
1. C 0.071
2. N -0.436
3. O 0.057
4. O 0.049
5. H 0.104
6. H 0.076
7. H 0.094
8. C 0.098
9. N -0.368
10. O 0.043
11. O 0.002
12. H 0.073
13. H 0.089
14. H 0.063
15. C 0.046
16. N -0.424
17. O 0.035
18. O 0.049
19. H 0.102
20. H 0.085
21. H 0.096
22. C 0.038
23. N -0.396
24. O 0.036
25. O 0.044
26. H 0.109
27. H 0.088
28. H 0.076
29. C -0.109
30. O -0.184
31. C -0.159
32. C -0.256
33. O -0.163
34. C -0.086
35. H 0.096
36. H 0.071
37. H 0.073
38. H 0.092
39. H 0.133
40. H 0.130
41. H 0.095
42. H 0.087
43. H 0.084
44. H 0.090
45. C -0.123
46. O -0.200
47. C -0.159
48. C -0.219
49. O -0.171
50. C -0.081
51. H 0.079
52. H 0.087
53. H 0.065
54. H 0.122
55. H 0.114
56. H 0.124
57. H 0.126
58. H 0.080
59. H 0.075
60. H 0.078
61. C -0.106
62. O -0.192
63. C -0.190
64. C -0.193
65. O -0.151
66. C -0.145
67. H 0.075
68. H 0.088
69. H 0.089
70. H 0.096
71. H 0.125
72. H 0.119
73. H 0.118
74. H 0.088
75. H 0.085
76. H 0.087
77. C -0.159
78. O -0.195
79. C -0.125
80. C -0.185
81. O -0.198
82. C -0.126
83. H 0.075
84. H 0.073
85. H 0.072
86. H 0.128
87. H 0.118
88. H 0.123
89. H 0.120
90. H 0.077
91. H 0.094
92. H 0.089
93. C -0.128
94. O -0.190
95. C -0.170
96. C -0.196
97. O -0.195
98. C -0.102
99. H 0.095